Record 1
Computed, not measured: a structure of composition C8H22AlF2N3O6S2, with ωB97M-V with the def2-TZVPD basis set.

CARTESIAN COORDINATES (ANGSTROEM)
S (2.5992, 23.4340, -9.5479)
S (0.9541, 25.0948, -9.2647)
Al (-0.6923, 21.1703, -9.3627)
F (2.4155, 21.8982, -9.8031)
F (-0.4275, 25.3068, -8.4224)
O (2.9212, 23.8617, -10.9327)
O (-2.0555, 21.1187, -12.0273)
O (1.8648, 25.7473, -8.3471)
O (0.5663, 25.7030, -10.5645)
O (-1.0233, 18.3844, -10.0231)
O (3.6191, 23.4723, -8.5161)
N (-1.2661, 19.0390, -7.0172)
N (0.9151, 23.5410, -9.1410)
N (1.0800, 20.8239, -11.8203)
C (-1.6359, 17.5973, -8.9388)
C (-1.0527, 21.4214, -13.1010)
C (0.2851, 21.9484, -12.4670)
C (-1.5156, 17.8516, -11.2270)
C (-1.3435, 16.7665, -6.4783)
C (-0.8723, 17.7780, -7.5391)
C (1.1946, 22.4681, -13.6011)
C (-3.3138, 20.7460, -12.5974)
H (2.1504, 22.8078, -13.2023)
H (-2.5745, 18.0698, -11.3650)
H (-2.4082, 16.6426, -6.6765)
H (0.8229, 23.3006, -14.1985)
H (-2.6686, 17.9050, -8.7747)
H (-3.4228, 21.3357, -13.5076)
H (-0.7896, 20.5793, -13.7411)
H (-1.0740, 16.8992, -5.4305)
H (0.1295, 22.7496, -11.7445)
H (2.0479, 21.0745, -11.6772)
H (1.3374, 21.6469, -14.3036)
H (-3.3685, 19.6954, -12.8825)
H (-1.3678, 22.2925, -13.6755)
H (-0.9160, 18.1368, -12.0914)
H (-2.2635, 18.9347, -6.8970)
H (-1.4858, 16.7678, -11.3397)
H (1.1799, 20.0522, -12.4642)
H (0.2090, 17.7588, -7.6749)
H (-4.1790, 21.0276, -11.9972)
H (-0.9099, 19.1602, -6.0799)
H (-0.8653, 15.8412, -6.7996)
H (-1.6158, 16.5176, -9.0865)

Computed properties:
<S²>	0.7677
HOMO-LUMO gap (alpha / beta)	0.3289 / 0.1411	hartree
charge	+1
E_tot	-59097.12006	eV
multiplicity	2

***

Record 2
Computed, not measured: a structure of composition C8H22AlF4N4O10S4, with ωB97M-V with the def2-TZVPD basis set.

CARTESIAN COORDINATES (ANGSTROEM)
S (-2.3140, -1.7147, -1.8378)
S (-2.9379, 0.2216, -2.9214)
S (3.2388, 1.3784, 2.3453)
S (1.6550, 2.9219, 3.1411)
Al (-0.0024, 1.4896, -0.4303)
F (3.5868, 0.6309, 0.9511)
F (-2.7239, 1.7970, -2.8998)
F (-1.1468, -2.0840, -0.7369)
F (0.1517, 3.5101, 2.9768)
O (-4.3324, 0.1343, -2.4505)
O (4.3404, 2.3122, 2.4928)
O (-1.8964, -2.5840, -2.9501)
O (-2.6364, -0.1377, -4.2750)
O (1.5657, 2.3084, 4.4806)
O (2.3429, 4.2279, 3.1961)
O (0.9486, 0.4322, -2.9287)
O (3.2525, 0.2623, 3.2881)
O (-3.5006, -2.0221, -1.0711)
O (-0.3151, -0.2253, 1.9679)
N (-1.8940, -0.0200, -1.8565)
N (-2.7584, 0.9188, 1.0522)
N (1.6398, 1.9697, 1.8414)
N (1.9272, -0.8537, -0.6383)
C (3.6185, -2.0744, -1.9176)
C (0.3456, 0.7589, -4.1685)
C (-3.8879, 0.5850, 3.0995)
C (-1.5489, -0.3863, 2.7176)
C (2.7752, -0.7699, -1.8668)
C (1.8600, -0.7066, -3.0563)
C (0.5248, -1.3542, 2.1305)
C (-2.5395, 0.7572, 2.4571)
H (1.2240, -1.5905, -3.1048)
H (2.5084, -0.6444, -3.9302)
H (-4.4444, -0.2922, 2.7696)
H (-3.7272, 0.4971, 4.1740)
H (-3.0584, 0.1071, 0.5314)
H (2.9948, -2.9022, -2.2550)
H (3.3813, 0.1360, -1.8624)
H (-0.0407, -2.2001, 1.7397)
H (1.4866, -1.2317, 1.6325)
H (4.1445, -2.4189, -1.0273)
H (0.8225, -1.4922, 3.1699)
H (1.0806, 1.0680, -4.9117)
H (-1.3879, -0.5488, 3.7833)
H (-4.5096, 1.4670, 2.9461)
H (-2.1199, 1.6667, 2.8869)
H (-0.1890, -0.1428, -4.4672)
H (2.6606, -1.0590, 0.0251)
H (-3.6029, 1.4661, 0.9664)
H (1.4949, -1.7504, -0.8091)
H (4.3862, -2.0485, -2.6909)
H (-2.0248, -1.2976, 2.3557)
H (-0.4186, 1.5278, -4.0546)

Computed properties:
HOMO-LUMO gap	0.1168	hartree
charge	+1
E_tot	-95876.70735	eV
multiplicity	1
energy relative to the best compared isomer or geometry (same formula, charge and spin)	561.05	kJ/mol

***

Record 3
Computed, not measured: a structure of composition C8H22BrMnN3O5, with ωB97M-V with the def2-TZVPD basis set.

CARTESIAN COORDINATES (ANGSTROEM)
Br (-1.5290, -0.9785, -2.7858)
Mn (-0.2975, -0.2415, -0.7365)
O (0.4747, -0.1500, 1.1136)
O (2.4531, 0.5196, 1.6983)
O (-2.0023, -1.4434, 0.7660)
O (0.6938, 1.6491, 2.3171)
O (1.4971, 1.1236, -1.2933)
N (0.4463, -2.5163, -0.0322)
N (1.2561, 0.7225, 1.6991)
N (-0.8518, 2.1126, -0.6624)
C (-1.4651, -2.5020, 1.4573)
C (-2.5514, -0.3904, 1.5874)
C (-0.1024, 4.3790, -1.4219)
C (-0.7198, -3.3408, 0.4642)
C (0.0324, 2.8932, -1.6045)
C (2.8785, 0.6223, -1.2123)
C (1.4407, 2.5083, -1.4008)
C (-0.3940, -4.6842, 1.1634)
H (3.4019, 1.1035, -2.0719)
H (0.2130, 4.7154, -0.4347)
H (-3.1625, -0.8243, 2.4066)
H (-0.7263, 2.4286, 0.3141)
H (0.8572, -2.9986, -0.8313)
H (-3.1805, 0.1612, 0.8838)
H (-2.2673, -3.0864, 1.9287)
H (0.1788, -5.3011, 0.4326)
H (0.4807, 4.9158, -2.1646)
H (0.2383, -4.5023, 2.0384)
H (-1.1249, 4.6720, -1.5691)
H (1.8998, 2.9294, -0.5233)
H (-1.7941, 2.2599, -1.0192)
H (-0.3197, 2.6838, -2.5963)
H (-1.3704, -3.4871, -0.3842)
H (2.7866, -0.4738, -1.3435)
H (-1.3285, -5.1379, 1.4602)
H (1.0694, -2.1930, 0.6994)
H (-1.7207, 0.2436, 1.9892)
H (1.9860, 2.8714, -2.2917)
H (3.4113, 0.8206, -0.2653)
H (-0.7877, -2.0839, 2.2253)

Computed properties:
<S²>	8.7538
HOMO-LUMO gap (alpha / beta)	0.3330 / 0.3514	hartree
E_tot	-124722.27635	eV
multiplicity	6

***

no.,maximum force (eV/A)
1,9.5
2,9.8
3,2.3